1.
The molecule C22H18N4O4S at a distorted geometry, computed with ωB97M-V/def2-TZVPD.

```
49
C22H18N4O4S | the Open Molecules 2025 dataset | ωB97M-V/def2-TZVPD
C 6.29 1.80 0.67
O 5.12 2.32 0.07
C 4.24 1.45 -0.48
C 3.09 2.01 -1.06
C 2.14 1.22 -1.65
C 2.27 -0.17 -1.71
N 1.30 -0.97 -2.27
C 0.01 -0.63 -2.59
O -0.40 0.50 -2.73
C -0.87 -1.85 -2.83
S -2.45 -1.64 -1.95
C -1.79 -1.05 -0.46
N -0.52 -1.06 -0.21
C -0.38 -0.43 1.01
C 0.77 -0.16 1.75
C 0.60 0.48 2.96
C -0.66 0.84 3.43
C -1.81 0.58 2.71
C -1.65 -0.04 1.48
N -2.55 -0.45 0.51
C -3.94 -0.23 0.49
C -4.44 1.02 0.82
C -5.81 1.23 0.80
C -6.67 0.20 0.45
C -6.16 -1.04 0.11
C -4.80 -1.27 0.14
C 3.42 -0.73 -1.13
N 3.68 -2.13 -1.08
O 4.63 -2.52 -0.44
O 2.93 -2.90 -1.68
C 4.39 0.08 -0.53
H 6.91 1.27 -0.06
H 6.05 1.13 1.50
H 6.83 2.67 1.04
H 2.97 3.08 -1.02
H 1.26 1.67 -2.08
H 1.52 -1.97 -2.20
H -1.13 -1.92 -3.88
H -0.40 -2.77 -2.49
H 1.74 -0.45 1.38
H 1.47 0.71 3.56
H -0.74 1.33 4.39
H -2.78 0.85 3.08
H -3.77 1.82 1.07
H -6.20 2.20 1.05
H -7.74 0.38 0.43
H -6.83 -1.84 -0.16
H -4.40 -2.24 -0.11
H 5.25 -0.41 -0.10
```

The calculated total energy is -48089.847 eV. The HOMO energy comes out at -0.3008 Ha. The calculation puts the energy relative to the best compared isomer or geometry (same formula, charge and spin) at 51.09 kcal per mole. The SMILES is COc1ccc(NC(=O)CSc2nc3ccccc3n2-c2ccccc2)c([N+](=O)[O-])c1. The LUMO energy comes out at -0.662 eV.

2.
The ion C22H18NO7 with charge -1 at a distorted geometry, computed with ωB97M-V/def2-TZVPD.

```
48
C22H18NO7 | the Open Molecules 2025 dataset | ωB97M-V/def2-TZVPD
C -5.68 -2.73 -1.80
O -5.36 -1.39 -1.29
C -4.11 -0.87 -1.41
C -3.83 0.39 -0.81
C -2.53 0.87 -0.66
C -1.43 0.10 -0.99
C -0.05 0.78 -0.61
C 1.01 -0.24 -0.80
C 0.87 -1.66 -0.46
O -0.15 -2.20 -0.10
O 2.03 -2.42 -0.48
C 3.17 -1.99 -1.24
C 2.94 -2.33 -2.71
C 4.42 -2.67 -0.69
O 3.38 -0.57 -1.05
C 2.32 0.29 -1.09
O 2.50 1.48 -1.30
N 0.13 1.54 0.64
C 0.93 1.00 1.67
O 1.47 -0.10 1.61
C 0.95 2.04 2.74
C 1.46 1.97 4.04
C 1.37 3.06 4.89
C 0.76 4.24 4.45
C 0.23 4.31 3.17
C 0.33 3.20 2.29
C -0.22 2.94 0.91
O -0.86 3.70 0.19
C -1.69 -1.04 -1.82
C -3.00 -1.52 -1.98
H -6.71 -2.89 -1.51
H -5.60 -2.77 -2.89
H -5.05 -3.50 -1.34
H -4.62 1.00 -0.41
H -2.33 1.88 -0.32
H 0.13 1.54 -1.37
H 2.05 -1.81 -3.09
H 3.82 -2.04 -3.30
H 2.78 -3.42 -2.79
H 4.57 -2.38 0.35
H 4.33 -3.76 -0.74
H 5.29 -2.36 -1.26
H 1.92 1.04 4.40
H 1.76 3.02 5.91
H 0.71 5.09 5.14
H -0.27 5.23 2.86
H -0.95 -1.62 -2.40
H -3.20 -2.44 -2.56
```

The calculated total energy is -38930.246 eV. The HOMO energy comes out at -0.1319 Ha. Its net charge is -1. The SMILES is COc1ccc([C@H](C2=C([O-])OC(C)(C)OC2=O)N2C(=O)c3ccccc3C2=O)cc1. The LUMO energy comes out at 2.252 eV.

3.
A structure of composition C22H18O7P3Sr at a distorted geometry, computed with ωB97M-V/def2-TZVPD.

```
51
C22H18O7P3Sr | the Open Molecules 2025 dataset | ωB97M-V/def2-TZVPD
Sr -1.24 1.78 1.28
C 4.94 -2.40 0.59
C 4.12 -2.21 1.70
C 2.87 -1.63 1.55
C 2.42 -1.24 0.29
C 3.25 -1.42 -0.81
C 4.51 -1.99 -0.66
P 0.73 -0.51 0.19
C 0.84 0.42 -1.39
C 0.12 0.10 -2.53
C 0.21 0.89 -3.67
C 1.03 2.01 -3.67
C 1.74 2.35 -2.53
C 1.64 1.56 -1.40
C -0.25 -1.98 -0.25
C 0.27 -3.22 -0.52
C -0.58 -4.29 -0.83
C -1.94 -4.11 -0.86
C -2.51 -2.84 -0.58
C -3.91 -2.63 -0.62
C -4.40 -1.38 -0.37
C -3.52 -0.31 -0.05
C -2.15 -0.44 0.02
C -1.66 -1.75 -0.26
H 5.92 -2.84 0.71
H 4.46 -2.52 2.68
H 2.24 -1.48 2.41
H 2.91 -1.12 -1.79
H 5.14 -2.13 -1.53
H -0.53 -0.77 -2.54
H -0.36 0.63 -4.55
H 1.09 2.63 -4.56
H 2.36 3.24 -2.52
H 2.19 1.84 -0.50
H 1.34 -3.38 -0.50
H -0.16 -5.27 -1.04
H -2.60 -4.94 -1.10
H -4.56 -3.45 -0.86
H -5.47 -1.20 -0.40
H -4.00 0.65 0.13
O -1.64 4.09 4.81
P -1.98 2.87 3.84
O -3.20 2.15 4.24
O -0.72 2.10 3.51
O -2.35 3.66 2.38
P -1.53 4.75 1.42
O -0.40 5.29 2.47
O -2.42 5.85 1.04
O -0.83 3.87 0.41
H -0.83 4.51 4.50
H -0.62 6.21 2.69
```

The calculated total energy is -66152.623 eV. The HOMO energy comes out at -0.1859 Ha. Its net charge is -1. The calculation puts the energy relative to the best compared isomer or geometry (same formula, charge and spin) at 0.00 kcal per mole. The LUMO energy comes out at 2.509 eV.

4.
A structure of composition C22H19AgN6O4 at a distorted geometry, computed with ωB97M-V/def2-TZVPD.

```
52
C22H19AgN6O4 | the Open Molecules 2025 dataset | ωB97M-V/def2-TZVPD
Ag -0.69 -0.02 0.45
O -3.37 -1.86 3.40
C -2.22 -1.56 2.77
O -1.91 -2.10 1.73
C -1.37 -0.57 3.50
C -1.43 -0.49 4.85
C -0.51 0.43 5.51
C 0.49 0.98 4.81
C 0.61 0.68 3.38
N -0.54 0.17 2.70
C 1.72 0.95 2.72
O 2.73 1.22 2.18
O -1.05 2.83 1.81
H -3.79 -2.56 2.88
H -2.12 -1.09 5.41
H -0.61 0.61 6.57
H 1.24 1.60 5.29
N 1.84 1.48 -1.59
C 1.99 0.10 -1.50
C 2.59 -0.54 -2.60
C 2.79 -1.90 -2.54
C 2.41 -2.60 -1.40
C 1.83 -1.88 -0.38
N 1.61 -0.56 -0.42
C 1.40 2.45 -0.67
C 2.01 3.70 -0.72
C 1.52 4.68 0.13
C 0.49 4.40 1.00
C -0.05 3.11 0.98
N 0.39 2.17 0.14
H 2.37 1.88 -2.35
H 2.88 0.03 -3.47
H 3.25 -2.41 -3.38
H 2.55 -3.66 -1.31
H 1.50 -2.37 0.53
H 2.85 3.88 -1.38
H 1.97 5.66 0.13
H 0.09 5.12 1.69
H -1.02 1.89 2.05
N -2.22 -2.74 -5.13
C -2.00 -2.14 -3.93
C -1.73 -0.77 -3.83
C -1.52 -0.22 -2.58
N -1.56 -0.92 -1.44
C -1.82 -2.22 -1.54
C -2.04 -2.87 -2.73
H -2.11 -2.22 -5.98
H -2.33 -3.73 -5.20
H -1.69 -0.15 -4.71
H -1.31 0.84 -2.49
H -1.85 -2.76 -0.60
H -2.24 -3.94 -2.74
```

The calculated total energy is -44251.799 eV. The HOMO energy comes out at -0.1976 Ha. The calculation puts the energy relative to the best compared isomer or geometry (same formula, charge and spin) at 50.99 kcal per mole. The LUMO energy comes out at 0.450 eV.

5.
A structure of composition C22H19AsBrCuN4O8, computed with ωB97M-V/def2-TZVPD.

```
56
C22H19AsBrCuN4O8 | the Open Molecules 2025 dataset | ωB97M-V/def2-TZVPD
Cu 2.04 -0.30 1.66
O -0.89 -1.80 4.24
C 0.22 -1.67 3.69
O 0.54 -0.68 2.97
C 1.25 -2.76 3.96
C 0.93 -3.67 4.93
C 1.79 -4.73 5.28
C 3.01 -4.88 4.63
C 3.36 -3.96 3.68
C 2.51 -2.87 3.23
O 2.84 -2.15 2.27
N 4.68 -4.14 3.08
O 5.37 -3.16 2.91
O 5.08 -5.29 2.93
N 1.42 -5.66 6.30
O 0.32 -5.54 6.84
O 2.18 -6.59 6.55
H -0.02 -3.56 5.43
H 3.67 -5.69 4.88
Br -3.92 -1.12 -2.72
C -3.18 -1.06 -0.95
C -3.70 -1.92 0.00
C -3.16 -1.84 1.27
C -2.15 -0.93 1.53
C -1.70 -0.13 0.49
N -2.22 -0.19 -0.75
H -4.48 -2.62 -0.26
H -3.51 -2.49 2.06
H -1.70 -0.85 2.51
H -0.89 0.57 0.65
C -0.13 2.50 -1.32
As 0.32 1.22 -2.73
C 1.64 2.35 -3.65
C -1.24 1.57 -3.95
C -1.60 2.99 -4.18
C -2.50 3.65 -3.33
C -2.82 4.98 -3.51
C -2.25 5.70 -4.56
C -1.36 5.06 -5.42
C -1.05 3.73 -5.22
H -0.14 3.53 -1.70
H 0.63 2.41 -0.54
H -1.10 2.25 -0.91
H 1.25 3.35 -3.85
H 1.93 1.88 -4.59
H 2.51 2.43 -3.01
H -2.06 1.02 -3.48
H -0.99 1.07 -4.89
H -2.94 3.09 -2.51
H -3.51 5.47 -2.84
H -2.50 6.75 -4.70
H -0.91 5.61 -6.24
H -0.35 3.24 -5.90
O 3.69 2.87 -0.64
C 3.15 1.95 -0.07
N 2.62 1.04 0.47
```

The calculated total energy is -220982.584 eV. The HOMO energy comes out at -0.0841 Ha. Its net charge is -2. The calculation puts the energy relative to the best compared isomer or geometry (same formula, charge and spin) at 1.81 kcal per mole. The LUMO energy comes out at 3.769 eV.

6.
A structure of composition C22H19AuN4 at a distorted geometry, computed with ωB97M-V/def2-TZVPD.

```
46
C22H19AuN4 | the Open Molecules 2025 dataset | ωB97M-V/def2-TZVPD
Au 8.05 10.31 5.70
C 5.98 13.61 6.35
N 7.18 12.89 5.91
C 8.28 13.47 6.10
C 9.53 12.85 5.78
C 10.82 13.37 5.65
C 11.61 12.34 5.14
C 10.86 11.20 5.08
N 9.60 11.50 5.46
C 5.66 13.46 7.78
C 6.32 14.14 8.81
C 6.00 13.93 10.16
C 5.07 13.00 10.49
C 4.52 12.22 9.49
C 4.70 12.52 8.14
H 5.11 13.34 5.73
H 6.20 14.70 6.18
H 8.39 14.51 6.40
H 11.11 14.31 5.94
H 12.71 12.36 4.99
H 11.16 10.12 4.98
H 7.13 14.79 8.63
H 6.57 14.58 10.84
H 4.79 12.94 11.56
H 3.93 11.43 9.77
H 4.19 11.89 7.43
C 9.52 9.35 10.09
C 9.00 10.33 9.32
C 7.82 10.11 8.57
C 7.38 8.80 8.53
N 7.78 7.84 9.43
C 8.86 8.12 10.11
C 6.36 8.46 7.47
C 5.29 7.57 7.75
C 4.35 7.39 6.79
C 4.43 8.02 5.59
C 5.48 8.88 5.35
N 6.46 9.07 6.26
H 10.43 9.58 10.67
H 9.39 11.33 9.33
H 7.38 10.86 7.98
H 9.27 7.33 10.73
H 5.22 7.07 8.75
H 3.57 6.63 6.88
H 3.66 7.88 4.85
H 5.44 9.43 4.40
```

The calculated total energy is -32773.646 eV. The HOMO energy comes out at -0.2687 Ha. The calculation puts the energy relative to the best compared isomer or geometry (same formula, charge and spin) at 0.00 kcal per mole. The LUMO energy comes out at -0.258 eV.

7.
A structure of composition C22H19BiI2N5O2S, computed with ωB97M-V/def2-TZVPD.

```
52
C22H19BiI2N5O2S | the Open Molecules 2025 dataset | ωB97M-V/def2-TZVPD
Bi 1.12 0.18 0.70
N -4.14 -4.25 0.81
C -3.52 -3.13 1.31
C -4.16 -1.89 1.30
C -3.53 -0.77 1.82
C -2.24 -0.88 2.32
C -1.58 -2.10 2.33
C -2.21 -3.22 1.82
S -1.41 0.55 2.95
O -0.26 0.08 3.68
O -2.34 1.43 3.57
N -0.73 1.24 1.59
C -1.44 1.45 0.45
N -0.73 1.03 -0.63
C -1.18 1.32 -1.85
C -2.39 1.94 -2.02
C -3.12 2.21 -0.86
N -2.66 1.98 0.37
H -5.13 -4.21 0.65
H -3.78 -5.15 1.04
H -5.16 -1.81 0.91
H -4.04 0.19 1.84
H -0.58 -2.18 2.75
H -1.71 -4.18 1.83
H -0.56 1.01 -2.68
H -2.78 2.18 -3.00
H -4.11 2.64 -0.91
I 3.28 -2.02 3.21
C 2.80 -0.30 4.36
I 2.77 1.51 3.25
H 3.56 -0.20 5.12
H 1.81 -0.42 4.78
C 1.45 -2.42 -3.17
C 2.36 -1.69 -3.92
C 2.80 -0.45 -3.48
C 2.32 0.05 -2.27
N 1.47 -0.69 -1.54
C 1.04 -1.88 -1.97
C 2.65 1.39 -1.72
C 3.36 2.31 -2.49
C 3.64 3.58 -1.99
C 3.20 3.94 -0.73
C 2.50 3.03 0.04
C 2.22 1.76 -0.43
H 1.09 -3.38 -3.50
H 2.74 -2.09 -4.85
H 3.50 0.11 -4.07
H 0.34 -2.40 -1.32
H 3.69 2.06 -3.49
H 4.20 4.28 -2.60
H 3.41 4.94 -0.35
H 2.13 3.35 1.01
```

The calculated total energy is -67538.730 eV. The HOMO energy comes out at -0.3934 Ha. Its net charge is +1. The calculation puts the energy relative to the best compared isomer or geometry (same formula, charge and spin) at 10.12 kcal per mole. The LUMO energy comes out at -3.248 eV.

8.
A structure of composition C22H19BrCl4N8O2PSTl, computed with ωB97M-V/def2-TZVPD.

```
59
C22H19BrCl4N8O2PSTl | the Open Molecules 2025 dataset | ωB97M-V/def2-TZVPD
Tl -1.08 -0.54 -0.45
C 3.76 -0.66 -3.93
N 2.72 0.07 -3.22
C 2.06 1.16 -3.71
C 1.07 1.43 -2.81
N 1.09 0.52 -1.80
C 2.09 -0.30 -2.06
P 2.73 -1.64 -1.00
C 2.31 -0.96 0.63
N 1.14 -0.54 1.05
C 1.33 -0.05 2.31
C 2.64 -0.19 2.66
N 3.26 -0.78 1.60
C 4.68 -1.07 1.51
C 1.49 -2.96 -1.17
N 0.36 -3.08 -0.49
C -0.22 -4.24 -0.94
C 0.58 -4.83 -1.87
N 1.67 -4.02 -2.00
C 2.75 -4.22 -2.96
H 4.37 0.05 -4.49
H 3.31 -1.38 -4.61
H 4.39 -1.18 -3.21
H 2.36 1.64 -4.62
H 0.34 2.24 -2.81
H 0.52 0.38 2.88
H 3.17 0.06 3.56
H 5.08 -1.11 2.52
H 5.21 -0.30 0.95
H 4.84 -2.03 1.03
H -1.17 -4.58 -0.56
H 0.46 -5.72 -2.46
H 2.94 -5.29 -3.06
H 3.65 -3.74 -2.59
H 2.47 -3.81 -3.93
Cl -4.56 5.07 2.66
C -3.75 4.13 1.49
C -4.03 4.39 0.07
Cl -5.19 5.60 -0.31
C -3.46 3.67 -0.90
Cl -3.82 3.88 -2.56
C -2.40 2.67 -0.60
O -1.65 2.24 -1.45
C -2.14 2.36 0.87
O -1.21 1.65 1.19
C -2.92 3.14 1.86
Cl -2.62 2.75 3.50
S 0.32 -2.13 -4.60
C -1.18 -1.61 -4.08
N -1.43 -0.26 -4.01
C -2.60 0.27 -3.60
C -3.61 -0.56 -3.24
C -3.33 -1.94 -3.34
N -2.19 -2.45 -3.73
H -0.64 0.34 -4.23
H -2.64 1.35 -3.55
H -4.54 -0.19 -2.86
H -4.10 -2.65 -3.07
Br -4.29 0.82 0.12
```

The calculated total energy is -184089.070 eV. The HOMO energy comes out at -0.2948 Ha. The calculation puts the energy relative to the best compared isomer or geometry (same formula, charge and spin) at 6.37 kcal per mole. The LUMO energy comes out at -1.179 eV.

9.
A structure of composition C22H19CaCl2N2O7S4, computed with ωB97M-V/def2-TZVPD.

```
57
C22H19CaCl2N2O7S4 | the Open Molecules 2025 dataset | ωB97M-V/def2-TZVPD
Ca 1.10 2.03 0.24
S 3.41 6.76 -0.86
C 2.57 5.36 -0.53
S 2.64 4.37 0.83
S 1.49 5.04 -1.87
Cl 2.07 -4.96 3.64
C 1.53 -3.48 2.88
C 0.19 -3.10 3.00
C -0.24 -1.95 2.41
Cl -1.91 -1.47 2.59
C 0.61 -1.08 1.65
O 0.16 -0.03 1.10
C 1.97 -1.50 1.57
C 2.98 -0.72 0.87
O 2.83 0.35 0.32
C 2.40 -2.69 2.18
H -0.50 -3.72 3.56
H 3.98 -1.20 0.85
H 3.45 -2.98 2.09
C -0.35 0.50 5.35
O 0.75 0.94 4.57
C 0.55 1.60 3.41
O 1.50 1.94 2.75
N -0.77 1.85 3.09
N -0.99 2.32 1.79
H 0.08 0.09 6.26
H -0.92 -0.28 4.83
H -1.01 1.33 5.61
H -1.44 1.18 3.43
H -1.61 3.12 1.82
H -1.38 1.58 1.21
O -1.15 1.51 -0.91
S -0.92 1.28 -2.38
C 0.26 -0.07 -2.49
C 1.36 0.06 -3.32
C 2.30 -0.96 -3.37
C 2.14 -2.09 -2.58
C 1.03 -2.21 -1.75
C 0.09 -1.20 -1.70
C -2.35 0.27 -2.83
C -3.24 -0.17 -1.87
C -4.34 -0.93 -2.25
C -4.54 -1.24 -3.59
C -3.65 -0.78 -4.55
C -2.55 -0.03 -4.17
H 1.51 0.98 -3.88
H 3.17 -0.86 -4.00
H 2.88 -2.88 -2.61
H 0.91 -3.09 -1.12
H -0.77 -1.26 -1.04
H -3.05 0.08 -0.83
H -5.03 -1.29 -1.50
H -5.40 -1.83 -3.88
H -3.81 -1.02 -5.60
H -1.85 0.34 -4.92
O 0.62 3.70 -1.49
O 1.25 2.47 -1.98
```

The calculated total energy is -127262.742 eV. The HOMO energy comes out at -0.1629 Ha. Its net charge is -1. The calculation puts the energy relative to the best compared isomer or geometry (same formula, charge and spin) at 2.46 kcal per mole. The LUMO energy comes out at 2.055 eV.

- Look up the LUMO energy of the fifth one.
  3.769 eV

- What is the formula in the fourth record?
  C22H19AgN6O4

What did the sixth record say?
A structure of composition C22H19AuN4 at a distorted geometry, computed with ωB97M-V/def2-TZVPD.

```
46
C22H19AuN4 | the Open Molecules 2025 dataset | ωB97M-V/def2-TZVPD
Au 8.05 10.31 5.70
C 5.98 13.61 6.35
N 7.18 12.89 5.91
C 8.28 13.47 6.10
C 9.53 12.85 5.78
C 10.82 13.37 5.65
C 11.61 12.34 5.14
C 10.86 11.20 5.08
N 9.60 11.50 5.46
C 5.66 13.46 7.78
C 6.32 14.14 8.81
C 6.00 13.93 10.16
C 5.07 13.00 10.49
C 4.52 12.22 9.49
C 4.70 12.52 8.14
H 5.11 13.34 5.73
H 6.20 14.70 6.18
H 8.39 14.51 6.40
H 11.11 14.31 5.94
H 12.71 12.36 4.99
H 11.16 10.12 4.98
H 7.13 14.79 8.63
H 6.57 14.58 10.84
H 4.79 12.94 11.56
H 3.93 11.43 9.77
H 4.19 11.89 7.43
C 9.52 9.35 10.09
C 9.00 10.33 9.32
C 7.82 10.11 8.57
C 7.38 8.80 8.53
N 7.78 7.84 9.43
C 8.86 8.12 10.11
C 6.36 8.46 7.47
C 5.29 7.57 7.75
C 4.35 7.39 6.79
C 4.43 8.02 5.59
C 5.48 8.88 5.35
N 6.46 9.07 6.26
H 10.43 9.58 10.67
H 9.39 11.33 9.33
H 7.38 10.86 7.98
H 9.27 7.33 10.73
H 5.22 7.07 8.75
H 3.57 6.63 6.88
H 3.66 7.88 4.85
H 5.44 9.43 4.40
```

The calculated total energy is -32773.646 eV. The HOMO energy comes out at -0.2687 Ha. The calculation puts the energy relative to the best compared isomer or geometry (same formula, charge and spin) at 0.00 kcal per mole. The LUMO energy comes out at -0.258 eV.